Formula: C46H120N8O14
Source: the Open Molecules 2025 dataset
Level of theory: ωB97M-V with the def2-TZVPD basis set

```
! wB97M-V def2-TZVPD RIJCOSX def2/J DEFGRID3
* xyz 1 2
H 14.473 -1.046 -9.083
H 15.024 -5.342 -13.569
H 18.858 0.024 -19.630
H 11.562 -9.853 -10.937
H 13.470 -9.664 -17.354
H 16.181 -8.373 -13.022
H 9.966 -7.870 -7.564
H 14.433 -10.757 -15.461
H 14.427 -3.121 -14.471
H 16.512 -8.594 -16.216
H 10.126 1.710 -9.801
H 18.805 -8.882 -12.662
O 11.640 1.938 -11.097
H 8.684 -5.212 -4.025
H 7.267 -0.837 -9.512
H 14.806 1.732 -9.431
H 10.359 -5.833 -3.682
C 4.192 -5.040 -17.836
C 16.586 -9.305 -11.002
H 11.621 -5.002 -12.425
H 12.568 -12.508 -15.099
H 1.905 -3.686 -16.949
H 9.004 -6.893 -3.807
H 16.254 1.825 -16.565
C 9.606 -0.140 -8.051
H 19.897 -7.373 -17.188
H 16.775 -6.673 -10.736
H 21.967 -4.760 -18.111
H 23.223 -5.741 -18.956
C 7.561 -6.392 -14.673
C 13.573 -4.220 -12.827
H 22.996 -5.809 -17.196
H 18.098 -8.383 -18.421
C 19.887 0.807 -17.965
H 10.282 -5.582 -8.032
H 9.488 -6.934 -10.333
H 9.711 -1.224 -8.020
H 10.277 -8.666 -11.235
H 18.821 0.225 -15.758
C 10.313 -2.881 -11.978
C 21.882 -8.038 -18.629
N 14.040 -5.474 -13.387
O 9.728 -6.193 -5.567
H 9.709 -5.268 -19.055
H 10.568 -3.240 -17.419
C 11.389 2.541 -12.295
H 6.622 -4.948 -17.428
H 10.911 1.977 -13.097
H 1.925 -5.478 -16.510
N 18.705 1.413 -17.344
C 16.456 -5.843 -15.725
H 9.843 -3.738 -11.496
C 9.428 -5.982 -4.229
H 13.929 -4.308 -11.801
H 14.124 0.897 -8.032
H 17.605 -0.302 -16.741
C 11.301 -8.796 -10.884
C 13.417 -8.935 -14.863
H 20.601 -1.832 -17.076
H 10.169 -5.298 -10.179
H 17.314 2.220 -15.128
C 16.692 -8.180 -12.079
C 5.248 -5.264 -18.918
H 13.503 1.208 -11.808
H 7.327 -8.339 -16.255
H 6.761 -3.981 -14.252
H 4.533 -4.137 -17.329
C 8.306 -8.299 -15.776
H 11.515 -11.240 -14.864
H 8.693 -5.696 -13.022
H 6.624 -4.057 -12.612
H 20.426 -3.422 -17.762
H 9.093 -7.800 -16.342
C 20.618 -8.938 -18.181
O 12.544 -11.378 -13.306
H 10.603 3.274 -12.111
H 10.163 -2.000 -11.354
H 13.220 2.173 -8.833
O 11.617 -8.295 -9.628
C 13.887 1.328 -9.005
H 10.157 -3.774 -15.848
H 11.941 -8.379 -11.661
C 22.485 -5.718 -18.155
H 17.978 1.511 -18.038
O 9.188 1.723 -9.596
H 18.494 -7.173 -12.967
O 11.724 -3.012 -11.941
H 6.598 -5.698 -11.491
N 9.511 -6.020 -8.516
H 22.112 -8.007 -19.694
C 8.625 -6.759 -6.328
H 8.357 -7.888 -8.135
C 7.521 -5.332 -19.204
H 8.811 -6.375 -17.961
O 16.245 -6.870 -11.512
H 12.450 -8.461 -15.032
H 8.237 -7.673 -5.878
O 8.219 -7.656 -14.532
H 11.698 -4.000 -13.845
C 18.219 -8.021 -12.340
C 20.556 -2.371 -18.022
H 12.117 -6.577 -8.576
H 17.431 -9.203 -10.321
H 13.913 -2.088 -13.016
H 14.506 -11.846 -13.260
C 14.347 -3.015 -13.389
C 16.861 1.443 -15.744
H 9.964 -2.688 -12.992
H 7.824 -6.020 -6.307
H 22.837 -8.262 -18.154
C 1.924 -4.720 -17.293
H 9.051 0.061 -7.135
H 7.997 -5.859 -15.518
H 14.556 0.142 -16.397
H 18.693 -7.760 -11.394
N 6.509 -5.529 -18.246
H 20.581 0.620 -17.146
H 5.298 -4.349 -19.509
O 17.134 -6.660 -16.724
C 18.316 -8.617 -17.379
H 16.065 -4.919 -16.151
C 19.715 -0.276 -19.027
H 7.596 -4.330 -19.625
C 6.800 -6.421 -12.281
C 7.478 0.228 -9.423
O 19.472 -1.648 -18.625
H 18.204 -9.690 -17.218
H 15.548 -6.279 -15.308
H 20.825 -9.859 -17.636
N 13.100 -10.436 -16.818
C 10.191 -6.312 -9.779
H 13.926 -6.168 -12.663
H 15.663 -9.241 -10.426
C 9.108 -7.217 -7.719
H 13.254 -1.640 -10.025
H 12.121 0.167 -9.308
H 17.931 -7.941 -15.351
C 7.649 -5.681 -13.335
H 20.029 -9.186 -19.064
H 12.132 0.107 -11.731
H 13.452 -12.839 -12.290
C 8.946 0.406 -9.343
H 15.316 -2.929 -12.895
H 14.080 -8.317 -15.468
H 4.793 -5.890 -19.686
C 18.011 0.636 -16.360
C 12.045 -4.076 -12.814
H 8.692 -9.305 -15.611
C 13.052 0.347 -9.847
H 20.342 1.658 -18.472
H 4.293 -5.810 -17.071
H 12.383 -6.502 -10.247
N 13.919 -0.888 -9.913
H 9.387 -0.195 -10.138
O 15.863 0.772 -14.887
H 14.230 -0.448 -14.721
H 0.937 -4.864 -17.733
C 12.640 0.918 -11.209
C 14.993 -0.208 -15.461
H 12.110 -10.238 -16.852
H 7.484 -7.187 -11.915
H 16.764 -10.341 -11.289
C 11.641 -6.836 -9.522
H 10.436 0.487 -7.724
H 17.126 -5.560 -14.913
H 5.979 -7.001 -12.703
H 12.130 3.222 -12.713
N 19.740 -8.371 -17.195
C 8.814 -5.399 -18.447
H 13.734 -8.897 -13.820
H 13.820 -11.159 -11.733
H 10.769 -5.023 -16.839
H 6.941 0.605 -10.294
H 15.587 -1.061 -15.790
H 21.519 -2.199 -18.502
N 7.219 -4.272 -13.400
H 7.487 -6.066 -20.009
C 12.564 -11.491 -14.706
H 6.895 0.672 -8.616
C 13.404 -10.402 -15.410
H 6.523 -6.521 -14.980
C 17.433 -8.019 -16.318
H 20.679 -0.214 -19.531
O 21.440 -6.702 -18.315
C 13.647 -11.810 -12.590
C 10.179 -4.107 -16.886
O 8.894 -4.440 -17.385
O 2.856 -4.910 -18.405
*
```

Output
- frontier orbital gap (alpha / beta) (hartree) = 0.2558 / 0.0498
- maximum force (eV/Å) = 4.3
- energy above the lowest of the compared OMol25 structures with the same formula, charge and spin (kJ/mol) = 24.9
- calculated total energy (Eh) = -3315.19609